Record 1
103
Properties=species:S:1:pos:R:3 method="wB97M-V/def2-TZVPD" multiplicity=5 lumo_ev="-10.62 / -8.99" charge=+3 homo_lumo_gap_ev="4.273 / 5.907"
Te 0.73 -2.07 0.79
Mn 1.47 0.50 0.32
P 1.68 0.65 -2.03
P -0.71 1.32 0.06
O 1.96 0.65 2.13
N -1.03 1.02 -2.66
N 2.93 0.64 4.15
C -3.22 -0.43 -5.30
C 2.63 2.80 -3.48
C -4.44 0.16 -5.03
C -0.60 4.64 2.37
C 2.87 0.75 5.62
C 3.17 4.07 -3.62
C -2.14 -2.53 3.20
C 3.44 4.84 -2.49
C -2.82 3.72 2.55
C -1.19 -1.18 1.33
C -0.88 -2.81 -1.69
C -2.19 0.74 -3.46
C -2.09 -0.14 -4.53
C 2.50 -1.84 -2.89
C 2.35 2.31 -2.20
C -1.90 4.71 2.87
C 5.16 -1.05 -3.21
C -1.31 -3.67 -2.70
C -1.96 -2.75 5.97
C 0.59 -4.55 -0.85
C -1.27 -3.45 3.78
C 1.85 0.71 3.43
C -2.84 -1.84 5.40
C 0.16 -5.39 -1.87
C -0.79 -4.96 -2.79
C -3.88 -1.23 0.24
C -4.52 1.05 -3.98
C 2.62 3.09 -1.08
C -2.47 2.66 1.74
C 2.89 -0.52 -2.61
C 0.50 0.84 4.06
C 3.44 -2.75 -3.33
C 0.23 0.47 -3.12
C -1.67 -0.16 0.31
C -0.23 3.58 1.56
C 4.22 -0.13 -2.76
C -1.17 2.59 1.24
C -2.91 -0.22 -0.19
C -3.41 1.35 -3.20
C -2.92 -1.73 4.02
C 3.17 4.36 -1.22
C -3.55 -2.15 1.14
C -1.02 2.02 -1.64
C -1.18 -3.56 5.16
C 4.25 0.51 3.51
C 4.77 -2.35 -3.50
C -2.16 -2.34 1.69
C 0.06 -3.27 -0.78
H -4.88 -1.18 -0.17
H -0.52 -4.29 5.60
H 2.42 2.75 -0.07
H -0.69 -4.11 3.15
H -2.19 5.54 3.50
H 0.50 1.64 4.80
H -1.96 2.56 -1.58
H 2.43 2.21 -4.36
H -3.25 0.52 -0.90
H 0.12 5.42 2.61
H -1.16 -0.61 -4.80
H -4.28 -2.87 1.48
H -0.93 -0.67 2.26
H -3.47 -1.23 6.03
H 3.39 4.96 -0.35
H -0.25 1.05 3.31
H 4.54 0.88 -2.54
H -3.11 -1.12 -6.13
H 4.59 1.48 3.14
H 3.38 4.45 -4.60
H 6.19 -0.75 -3.34
H 0.56 -6.40 -1.94
H -3.62 -1.02 3.58
H 0.78 3.53 1.17
H 4.95 0.14 4.25
H 2.56 1.75 5.92
H 5.50 -3.07 -3.85
H -3.83 3.78 2.94
H -1.83 -3.27 1.23
H -2.05 -3.34 -3.41
H -1.91 -2.85 7.05
H 3.87 5.83 -2.61
H 4.20 -0.20 2.69
H -5.46 1.55 -3.76
H -3.19 1.89 1.51
H 2.17 0.01 6.02
H 3.14 -3.76 -3.57
H -1.12 -5.62 -3.57
H -1.29 -1.81 -1.64
H 0.15 -0.60 -3.30
H 1.47 -2.16 -2.77
H -5.30 -0.06 -5.64
H 3.86 0.56 6.02
H -0.25 2.78 -1.78
H 0.58 0.92 -4.06
H 0.25 -0.09 4.58
H -3.54 2.08 -2.41
H 1.32 -4.90 -0.13

=====

Record 2
116
Properties=species:S:1:pos:R:3 method="wB97M-V/def2-TZVPD" relative_energy_kj_mol=175.1 multiplicity=3 lumo_ev="-2.09 / -3.23" charge=+1 homo_lumo_gap_ev="7.268 / 6.419"
Mo -1.25 -0.44 0.34
Br -2.36 -4.27 -2.27
Ge 3.03 2.01 -1.44
Cl 1.82 -4.92 -0.10
Cl -0.85 -5.73 0.60
Cl 0.97 -4.76 2.66
S -1.96 1.98 -0.23
Si -4.56 -1.02 -1.18
O 0.73 -3.00 -6.22
O 0.00 0.22 2.18
O -0.90 -0.68 -1.84
O 0.48 0.36 -0.57
O 1.93 -0.01 3.34
N -2.39 1.95 2.45
N -0.52 -2.13 0.66
N 0.13 -3.22 -2.14
N -3.23 -1.54 -0.04
N -2.66 -0.25 1.71
N -1.24 3.67 1.77
C 5.71 2.76 -2.28
C -2.93 -2.63 2.21
C 7.14 1.66 -3.87
C -5.65 0.37 -0.48
C 1.28 -2.78 -2.63
C -0.64 -3.56 -4.39
C -3.46 -1.43 1.43
C -0.77 -3.60 -3.01
C 2.67 6.00 0.02
C 4.31 4.90 1.37
C -5.60 -2.58 -1.51
C -3.20 0.78 2.40
C 0.64 0.20 3.22
C -1.76 -3.45 4.16
C 3.10 0.54 -0.11
C -4.44 0.78 2.95
C -3.73 -0.37 -2.76
C 0.82 0.64 -2.92
C 2.83 -0.22 2.23
C -1.44 3.81 3.12
C 0.10 0.05 -1.73
C -0.58 4.61 0.91
C 3.20 3.68 -0.40
C 2.81 -1.61 1.69
C 2.49 4.83 -0.70
C -2.13 -2.41 3.33
C 2.72 0.81 1.17
C 0.57 -3.08 -4.89
C 0.08 0.53 4.59
C 3.47 -0.76 -0.47
C -2.20 -4.73 3.89
C 4.69 1.86 -2.53
C 4.91 0.86 -3.47
C 6.12 0.76 -4.13
C 3.58 6.03 1.07
C -2.15 2.74 3.54
C 0.44 -4.51 0.95
C -3.36 -3.92 1.94
C 4.12 3.74 0.65
C 1.34 2.03 -2.55
C -5.31 -0.33 2.67
C -3.00 -4.96 2.79
C 6.93 2.67 -2.94
C -1.82 2.52 1.36
C -4.90 -1.32 1.88
C 3.23 -1.83 0.41
C 1.56 -2.70 -3.98
C -0.03 -3.19 0.75
H -1.90 -5.55 4.53
H -1.80 -1.41 3.56
H -3.18 0.55 -2.57
H -3.98 -4.14 1.09
H -2.98 -2.50 -0.29
H 0.46 4.33 0.73
H -2.52 2.49 4.52
H -0.61 5.59 1.37
H -6.02 -3.00 -0.60
H 8.08 1.58 -4.38
H -3.04 -1.09 -3.19
H -5.53 -2.15 1.62
H -1.13 -3.26 5.02
H 3.87 -0.96 -1.45
H 2.01 -2.48 -1.88
H 1.62 -2.70 -6.46
H 7.71 3.38 -2.73
H -3.35 -5.96 2.59
H -6.45 -0.01 0.14
H 4.12 0.15 -3.70
H -5.02 -3.35 -2.01
H -1.10 4.63 -0.05
H 0.12 0.67 -3.76
H 2.38 1.79 1.46
H 0.22 1.59 4.75
H 2.52 -2.33 -4.32
H -1.42 -3.89 -5.05
H -1.06 4.65 3.66
H 0.65 0.00 5.35
H -5.09 1.10 0.10
H -6.11 0.90 -1.31
H 3.72 6.94 1.63
H -4.81 1.63 3.51
H -4.48 -0.15 -3.51
H 0.56 2.57 -2.00
H 1.79 4.82 -1.53
H 6.28 -0.03 -4.86
H 3.80 -0.07 2.76
H 4.70 2.86 0.88
H 5.03 4.93 2.18
H 1.65 -0.02 -3.19
H 3.33 -2.84 0.07
H 5.56 3.55 -1.57
H 1.54 2.60 -3.46
H -6.44 -2.33 -2.16
H -0.97 0.29 4.68
H -6.31 -0.30 3.07
H 2.56 -2.40 2.37
H 2.10 6.89 -0.23